w | Molecular formula: C18H25N3O4
Method: DFT, ωB97M-V/def2-TZVPD

Atoms and positions in Å:
C: 2.83364 1.21828 0.65464
C: 2.03640 -0.02281 0.27386
C: 1.88042 -0.96542 1.46788
C: 1.08590 -2.23572 1.12494
C: 0.99251 -3.21830 2.30866
C: 0.33694 -2.64677 3.56414
C: 0.09686 -3.74251 4.59605
N: 1.62775 -2.91738 -0.03003
C: 0.77040 -3.00087 -1.06910
O: 0.91819 -3.54851 -2.12498
N: -0.39374 -2.31046 -0.66273
C: -1.52264 -2.12122 -1.54681
C: -1.54651 -0.70151 -2.15268
O: -1.47855 -0.51597 -3.34355
N: -1.64832 0.25210 -1.19583
C: -1.57143 1.64268 -1.33487
C: -1.54426 2.39810 -0.16070
C: -1.45751 3.77137 -0.23715
C: -1.39687 4.41737 -1.46231
C: -1.42380 3.66659 -2.63222
O: -1.37216 4.18383 -3.88929
C: -1.29592 5.57924 -4.04278
C: -1.51059 2.27557 -2.56445
C: -0.29206 -1.84494 0.60669
O: -1.14324 -1.21035 1.19483
H: 3.83048 0.94602 0.99464
H: 2.93014 1.88057 -0.20143
H: 2.33349 1.76182 1.45284
H: 1.05098 0.28507 -0.08250
H: 2.53906 -0.54092 -0.54559
H: 1.34979 -0.44316 2.26421
H: 2.86571 -1.25538 1.83990
H: 2.00453 -3.55740 2.54600
H: 0.42146 -4.08899 1.97395
H: 0.97972 -1.88143 4.00102
H: -0.61190 -2.18043 3.29802
H: -0.35366 -3.32466 5.49240
H: 1.03425 -4.22016 4.87361
H: -0.57154 -4.50372 4.20031
H: 2.53057 -3.35889 -0.04078
H: -2.44790 -2.30012 -0.99135
H: -1.41943 -2.84084 -2.36213
H: -1.73561 -0.06522 -0.23280
H: -1.59021 1.90111 0.79720
H: -1.43576 4.35750 0.66964
H: -1.33042 5.49310 -1.48789
H: -0.38501 5.98602 -3.59097
H: -2.16951 6.08070 -3.61319
H: -1.27302 5.75624 -5.11694
H: -1.52760 1.71078 -3.48036

Calculated values
Total charge: 0
HOMO in eV: -8.32
HOMO-LUMO gap in eV: 8.99

---

x | Molecular formula: C18H25N3O4
Method: DFT, ωB97M-V/def2-TZVPD

Atoms and positions in Å:
C: -0.99753 -1.57714 -1.56691
O: -1.55357 -1.11694 -0.35828
C: -2.90600 -1.18335 -0.19207
C: -3.77610 -1.81199 -1.07351
C: -5.13593 -1.86106 -0.81313
C: -5.64691 -1.28707 0.33483
C: -4.79285 -0.64894 1.21655
C: -3.43005 -0.57343 0.96552
N: -2.61078 0.06748 1.90799
C: -1.34542 0.59246 1.72129
O: -0.47634 0.40729 2.56888
N: -1.14213 1.37824 0.64593
C: -2.14910 1.94323 -0.23280
C: -1.33470 2.71372 -1.26773
C: -0.12311 3.18978 -0.47215
C: 0.16114 2.00576 0.44647
C: 1.13644 0.99848 -0.19755
O: 1.52978 1.09597 -1.34506
N: 1.49978 0.02302 0.64677
C: 2.40457 -1.03564 0.27892
C: 3.72167 -0.95737 1.07936
C: 4.53943 0.28187 0.70943
C: 5.31459 -0.20404 -0.51579
C: 5.44944 -1.71383 -0.26510
O: 4.55296 -2.06099 0.78179
H: -1.07524 -2.66547 -1.65628
H: 0.05088 -1.28800 -1.53716
H: -1.47302 -1.10410 -2.43163
H: -3.39485 -2.28785 -1.96283
H: -5.78982 -2.36030 -1.51151
H: -6.70384 -1.33259 0.54577
H: -5.17625 -0.19570 2.11836
H: -2.73019 -0.26912 2.85572
H: -2.77196 1.17587 -0.69246
H: -2.80237 2.61493 0.34010
H: -1.89991 3.52926 -1.71376
H: -0.99995 2.03842 -2.05478
H: 0.73130 3.39658 -1.11290
H: -0.36504 4.07773 0.11229
H: 0.57291 2.30471 1.41762
H: 1.06946 -0.00020 1.56755
H: 1.94211 -2.00983 0.46526
H: 2.61624 -0.93524 -0.78824
H: 3.48703 -1.00773 2.14818
H: 5.22074 0.53348 1.52248
H: 3.90668 1.13916 0.49365
H: 4.74265 -0.01222 -1.42297
H: 6.28482 0.27788 -0.61212
H: 6.45730 -1.98566 0.06647
H: 5.21105 -2.29953 -1.16045

Calculated values
Total charge: 0
HOMO in eV: -8.47
HOMO-LUMO gap in eV: 9.24

---

Stability check: which of them is least stable? x.

---

w | Molecular formula: C3H8NO2S
Method: DFT, ωB97M-V/def2-TZVPD

Atoms and positions in Å:
O: 2.77329 0.36000 -1.01898
C: 2.08916 0.08740 -0.03163
N: 0.81342 0.48480 0.07440
C: 0.07077 0.32732 1.29494
C: -1.43539 0.15917 0.96538
S: -2.04513 0.97972 -0.54753
H: 2.54472 -0.53535 0.74681
H: 0.44847 1.08270 -0.65682
H: 0.04555 1.23041 1.91009
H: 0.36558 -0.54246 1.86882
H: -2.10206 0.56431 1.71954
H: -1.75561 -0.88761 0.90565
H: -0.72778 -3.00604 -0.35992
H: 0.00151 -1.83985 -0.82722
O: 0.17324 -2.69134 -0.39253

Calculated values
Total charge: -1
HOMO in eV: -2.83
HOMO-LUMO gap in eV: 6.55

---

x | Molecular formula: C3H8NO2S
Method: DFT, ωB97M-V/def2-TZVPD

Atoms and positions in Å:
O: -1.58176 -1.21343 1.76140
C: -1.14004 -1.61242 0.69303
N: -1.04742 -0.58932 -0.24370
C: -0.08602 -0.79311 -1.35300
C: 1.32844 -0.75594 -1.01143
S: 1.77884 1.03869 -0.35950
H: -0.90884 -2.66263 0.50286
H: -1.13872 0.38116 -0.00277
H: -0.48962 -0.08057 -2.18013
H: -0.30289 -1.82030 -1.88575
H: 2.08796 -1.18160 -1.60440
H: 1.67063 -1.31272 -0.12458
H: -0.49084 2.73325 1.41739
H: -0.47813 2.17779 0.08966
O: -1.12991 2.24352 0.89785

Calculated values
Total charge: -1
HOMO in eV: -2.90
HOMO-LUMO gap in eV: 6.82

---

Stability check: which of them is least stable? x.

---

w | Molecular formula: C33H30BrN9OS2Sn
Method: DFT, ωB97M-V/def2-TZVPD

Atoms and positions in Å:
Sn: -1.02799 2.20437 0.46726
C: 0.01601 5.44077 1.43006
C: 1.47551 4.95877 1.35166
N: 1.53061 3.59517 0.87416
C: 2.31561 2.64557 1.62616
C: 1.74661 2.43087 3.03456
N: 0.32871 2.17567 2.96026
C: -0.50689 2.85787 3.90636
C: -0.57799 4.35437 3.55936
N: -0.83179 4.51737 2.14526
H: 0.00111 6.46137 1.86026
H: -0.37499 5.48517 0.41126
H: 2.00551 5.64867 0.67876
H: 1.95251 5.02817 2.33496
H: 1.77901 3.55977 -0.10734
H: 2.25651 1.69377 1.09676
H: 3.38451 2.92627 1.70276
H: 2.29031 1.58967 3.48886
H: 1.93591 3.31907 3.64706
H: 0.16691 1.17177 2.96036
H: -1.50529 2.43947 3.79526
H: -0.18619 2.74957 4.96206
H: -1.35159 4.82757 4.18186
H: 0.37401 4.83277 3.80556
H: -1.80249 4.73967 1.96516
S: -3.00169 3.83807 -0.22574
C: -3.22129 3.59787 -1.93084
C: -4.41659 4.09927 -2.45174
N: -5.40279 4.54247 -2.85254
C: -2.32329 2.97077 -2.75624
S: -0.79539 2.32057 -2.25724
C: -2.60379 2.86977 -4.12174
N: -2.81579 2.78777 -5.25234
Br: 4.85501 -9.29403 -4.26054
C: 4.31051 -7.62813 -3.48404
C: 3.47321 -6.78993 -4.20294
C: 3.05381 -5.61393 -3.62784
C: 3.46711 -5.24193 -2.33214
C: 4.32631 -6.12073 -1.63834
C: 4.74261 -7.30113 -2.20924
N: 2.93981 -4.09103 -1.84884
N: 3.40301 -3.64123 -0.70704
C: 2.77341 -2.62683 -0.11764
C: 3.20891 -2.33243 1.19816
C: 2.48771 -1.54673 2.03806
C: 1.21831 -0.98933 1.66996
O: 0.45941 -0.49153 2.51686
C: 0.84721 -1.11343 0.25666
N: -0.27869 -0.50713 -0.13694
C: -0.69179 -0.67063 -1.37374
C: 0.07491 -1.30343 -2.34664
C: 1.25631 -1.89633 -1.97254
C: 1.63181 -1.89263 -0.62114
H: 3.16231 -7.05533 -5.20374
H: 2.39061 -4.95053 -4.16174
H: 4.64901 -5.84713 -0.64544
H: 5.40791 -7.96783 -1.67734
H: 4.10541 -2.82983 1.54496
H: 2.79881 -1.39703 3.06396
H: -1.66219 -0.26203 -1.61704
H: -0.25759 -1.30823 -3.37264
H: 1.89361 -2.37453 -2.69844
C: -2.85129 0.96027 1.59426
C: -3.49319 -0.02523 0.78126
C: -3.06569 -1.36863 0.80686
C: -3.64939 -2.32523 0.02236
C: -4.70339 -1.98813 -0.84504
C: -5.14309 -0.65373 -0.88284
C: -4.55649 0.29437 -0.08814
C: -5.31289 -2.96613 -1.63254
N: -5.81789 -3.78473 -2.27164
H: -2.33849 0.52717 2.44906
H: -3.50519 1.78427 1.87996
H: -2.24889 -1.62773 1.46516
H: -3.31279 -3.35393 0.06936
H: -5.95739 -0.38623 -1.54434
H: -4.90419 1.31847 -0.12694

Calculated values
Total charge: -2
HOMO in eV: -1.28
HOMO-LUMO gap in eV: 4.71

---

x | Molecular formula: C33H30BrN9OS2Sn
Method: DFT, ωB97M-V/def2-TZVPD

Atoms and positions in Å:
Sn: 0.25824 0.33723 0.75913
C: -3.35349 0.03850 1.39907
C: -2.55152 -0.74247 2.47527
N: -1.47754 -1.53434 1.88522
C: -1.94715 -2.69252 1.12790
C: -1.10643 -2.95775 -0.13350
N: -0.76183 -1.73234 -0.82428
C: -1.74560 -1.12566 -1.71094
C: -2.96187 -0.54165 -0.98113
N: -2.58836 0.25870 0.17999
H: -3.61590 1.00296 1.83393
H: -4.29388 -0.48454 1.18342
H: -3.24412 -1.36148 3.06709
H: -2.08767 -0.02164 3.14868
H: -0.83454 -1.82329 2.61344
H: -2.97643 -2.50091 0.83166
H: -1.95179 -3.60485 1.73872
H: -1.65603 -3.66787 -0.77483
H: -0.16996 -3.42872 0.17014
H: 0.09788 -1.86192 -1.34049
H: -2.10907 -1.83589 -2.47364
H: -1.23515 -0.30074 -2.21409
H: -3.62840 -1.35190 -0.67537
H: -3.50996 0.06168 -1.71121
H: -2.61831 1.24015 -0.07017
S: 1.70280 0.41502 2.95390
C: 0.89141 1.50041 4.06496
C: 1.44718 1.54953 5.37150
N: 1.92339 1.58542 6.42206
C: -0.20462 2.26051 3.76648
S: -0.96749 2.36049 2.21496
C: -0.83803 3.00590 4.80348
N: -1.40087 3.58740 5.62466
Br: 9.43297 -9.51284 -3.39721
C: 8.16238 -8.20119 -2.82937
C: 7.10920 -8.58628 -2.01506
C: 6.17813 -7.64407 -1.62579
C: 6.27117 -6.30844 -2.05471
C: 7.37362 -5.94834 -2.85222
C: 8.31078 -6.88673 -3.24012
N: 5.34216 -5.42052 -1.57280
N: 5.19135 -4.36378 -2.26936
C: 4.39238 -3.35896 -1.85502
C: 4.20187 -2.35851 -2.83818
C: 3.39738 -1.27377 -2.66284
C: 2.66750 -1.05740 -1.45762
O: 1.91776 -0.07042 -1.30824
C: 2.84830 -2.07040 -0.40344
N: 2.16055 -1.86557 0.73304
C: 2.31757 -2.69064 1.74399
C: 3.18133 -3.78180 1.69387
C: 3.87641 -4.03099 0.53337
C: 3.71728 -3.17852 -0.57866
H: 7.02161 -9.61498 -1.69227
H: 5.34414 -7.92349 -0.99485
H: 7.46394 -4.91386 -3.15523
H: 9.15097 -6.60250 -3.85964
H: 4.72889 -2.49920 -3.77462
H: 3.28081 -0.53993 -3.44976
H: 1.75098 -2.46678 2.64264
H: 3.30844 -4.41475 2.56230
H: 4.54455 -4.86866 0.45438
C: -0.78811 2.64582 -1.89510
C: -2.14002 2.82494 -1.99100
C: -2.91810 3.46997 -0.95118
C: -4.26740 3.63374 -1.05295
C: -4.98939 3.18028 -2.18832
C: -4.25498 2.54532 -3.22209
C: -2.90680 2.37109 -3.13292
C: -6.37839 3.36938 -2.29921
N: -7.52399 3.53082 -2.39606
H: -0.22359 3.04282 -1.06016
H: -0.22407 2.18528 -2.69756
H: -2.39481 3.81598 -0.06654
H: -4.81503 4.11709 -0.25116
H: -4.79448 2.19344 -4.09525
H: -2.37208 1.88099 -3.94106

Calculated values
Total charge: -2
HOMO in eV: -1.18
HOMO-LUMO gap in eV: 4.21

---

Stability check: which of them is least stable? w.